Record 1
{
  "formula": "C37H52N6O6Rb",
  "method": "ωB97M-V/def2-TZVPD",
  "mol_weight_g_mol": 762.33,
  "multiplicity": 1,
  "lumo_ev": 1.8,
  "charge": -1,
  "total_energy_ev": -61096.5060,
  "fmax_ev_per_a": 0.7,
  "gap_ev": 6.66,
  "species": ["Rb", "C", "C", "C", "C", "C", "C", "N", "C", "C", "N", "C", "C", "O", "O", "C", "C", "C", "C", "C", "C", "N", "C", "C", "N", "C", "C", "O", "O", "H", "H", "H", "H", "H", "H", "H", "H", "H", "H", "H", "H", "H", "H", "H", "H", "H", "H", "H", "H", "H", "H", "H", "H", "H", "H", "H", "H", "H", "H", "H", "H", "H", "H", "H", "H", "H", "H", "H", "C", "O", "C", "C", "C", "C", "C", "C", "N", "N", "C", "C", "O", "C", "C", "C", "C", "C", "C", "C", "C", "H", "H", "H", "H", "H", "H", "H", "H", "H", "H", "H", "H", "H"],
  "xyz": [[0.232, 0.952, 0.896], [2.288, 0.085, -2.930], [0.875, 0.404, -3.405], [0.071, -0.857, -3.765], [-0.147, -2.022, -2.770], [-1.444, -2.718, -3.181], [1.005, -3.025, -2.831], [-0.239, -1.526, -1.345], [-0.836, -2.480, -0.337], [-2.295, -2.212, -0.030], [-2.475, -1.060, 0.834], [-1.810, -1.222, 2.146], [-2.002, -2.631, 2.793], [-2.967, -2.743, 3.574], [-1.208, -3.504, 2.381], [-3.895, -0.666, 0.934], [-4.876, -1.829, 1.131], [-4.349, 0.194, -0.250], [-3.738, 1.599, -0.416], [-3.481, 2.259, 0.936], [-4.749, 2.472, -1.184], [-2.438, 1.562, -1.094], [-2.404, 1.181, -2.490], [-1.136, 1.732, -3.135], [0.105, 1.265, -2.482], [0.914, 2.402, -2.004], [0.220, 3.338, -0.958], [-0.787, 3.976, -1.336], [0.743, 3.357, 0.173], [2.734, -0.665, -3.586], [2.311, -0.290, -1.906], [2.926, 0.965, -2.975], [0.979, 0.946, -4.366], [0.549, -1.311, -4.638], [-0.912, -0.537, -4.112], [-1.361, -2.984, -4.235], [-2.303, -2.057, -3.074], [-1.628, -3.632, -2.620], [0.984, -3.537, -3.794], [0.927, -3.779, -2.049], [1.964, -2.525, -2.735], [0.730, -1.353, -0.967], [-0.714, -0.610, -1.337], [-0.234, -2.422, 0.566], [-0.702, -3.487, -0.721], [-2.685, -3.136, 0.416], [-2.849, -2.040, -0.957], [-2.210, -0.453, 2.811], [-0.748, -1.006, 2.008], [-3.959, -0.052, 1.832], [-4.994, -2.412, 0.213], [-5.861, -1.434, 1.389], [-4.540, -2.476, 1.940], [-5.430, 0.327, -0.130], [-4.242, -0.359, -1.190], [-4.385, 2.273, 1.549], [-3.139, 3.286, 0.794], [-2.712, 1.710, 1.479], [-5.627, 2.674, -0.568], [-5.101, 1.986, -2.096], [-4.291, 3.426, -1.455], [-2.020, 2.491, -1.024], [-3.256, 1.563, -3.075], [-2.443, 0.086, -2.586], [-1.171, 2.818, -3.060], [-1.123, 1.480, -4.202], [1.228, 3.032, -2.856], [1.813, 2.011, -1.535], [-0.812, 2.808, 3.549], [0.152, 1.782, 3.389], [0.808, 1.310, 4.480], [0.493, 1.699, 5.776], [1.185, 1.154, 6.850], [2.180, 0.219, 6.640], [2.496, -0.167, 5.346], [1.838, 0.382, 4.252], [2.148, -0.025, 2.901], [3.310, -0.496, 2.851], [3.838, -1.059, 1.700], [3.142, -1.408, 0.509], [1.940, -1.092, 0.218], [3.886, -2.210, -0.442], [5.189, -2.533, -0.290], [5.919, -2.113, 0.854], [7.286, -2.420, 1.001], [7.982, -2.026, 2.112], [7.309, -1.306, 3.112], [5.980, -0.995, 2.991], [5.233, -1.388, 1.854], [-1.679, 2.439, 4.105], [-1.112, 3.112, 2.548], [-0.374, 3.670, 4.059], [-0.298, 2.412, 5.956], [0.924, 1.456, 7.856], [2.702, -0.227, 7.476], [3.256, -0.910, 5.158], [3.327, -2.547, -1.303], [5.695, -3.129, -1.042], [7.774, -2.979, 0.211], [9.033, -2.261, 2.219], [7.848, -0.987, 3.996], [5.487, -0.434, 3.770]]
}


Record 2
{
  "formula": "C4H6N2O",
  "method": "ωB97M-V/def2-TZVPD",
  "mol_weight_g_mol": 98.10,
  "multiplicity": 1,
  "smiles": "CCC#N.N=C=O",
  "lumo_ev": 0.8,
  "charge": 0,
  "total_energy_ev": -9271.9249,
  "fmax_ev_per_a": 4.1,
  "gap_ev": 11.91,
  "species": ["C", "C", "C", "N", "H", "H", "H", "H", "H", "N", "C", "O", "H"],
  "xyz": [[-0.150, 0.611, -1.858], [0.890, 0.020, -0.944], [0.423, -1.035, -0.155], [-0.056, -2.021, 0.180], [-0.795, -0.067, -2.498], [-0.823, 1.205, -1.119], [0.292, 1.287, -2.573], [1.704, -0.298, -1.500], [1.194, 0.753, -0.249], [-1.028, -0.448, 3.216], [-0.247, 0.102, 2.479], [0.548, 0.573, 1.746], [-1.952, -0.684, 3.274]]
}


Record 3
{
  "formula": "C3H10NO2P",
  "method": "ωB97M-V/def2-TZVPD",
  "mol_weight_g_mol": 123.09,
  "multiplicity": 1,
  "lumo_ev": 0.7,
  "charge": 0,
  "total_energy_ev": -18146.4324,
  "fmax_ev_per_a": 4.6,
  "gap_ev": 8.25,
  "species": ["C", "C", "C", "N", "O", "O", "P", "H", "H", "H", "H", "H", "H", "H", "H", "H", "H"],
  "xyz": [[1.773, 0.451, -1.010], [-2.003, 0.245, -1.116], [1.519, -0.370, 0.225], [1.704, 0.215, 1.432], [-1.768, -1.638, 0.699], [-1.287, 0.690, 1.496], [-1.002, -0.205, 0.349], [1.131, 1.317, -0.919], [1.526, -0.178, -1.901], [2.898, 0.653, -0.987], [-1.750, 1.095, -1.609], [-2.241, -0.504, -1.790], [-3.012, 0.477, -0.587], [1.699, -1.379, 0.335], [1.347, 1.162, 1.455], [1.563, -0.246, 2.247], [-2.098, -1.786, 1.681]]
}